C4H11NS in the gas phase. Source: OMol25; level of theory: wB97M-V/def2-TZVPD.

XYZ file:
```
17
Properties=species:S:1:pos:R:3
C -0.634 1.382 1.343
C -0.078 0.162 0.682
C 0.454 0.602 -0.643
C 0.526 -0.543 -1.645
S 1.967 -1.649 -1.495
N -0.947 -1.033 0.548
H -1.661 1.719 0.897
H -0.127 2.343 1.458
H -1.074 1.069 2.260
H 0.834 -0.057 1.317
H -0.303 1.385 -1.098
H 1.549 0.898 -0.615
H -0.374 -1.148 -1.632
H 0.579 -0.143 -2.650
H 2.017 -2.133 -0.268
H -0.768 -1.861 1.042
H -1.961 -0.992 0.498
```

Its HOMO energy is -8.8 eV. The calculation puts the energy at -611.89369 Ha. For the gap between HOMO and LUMO, the calculation gives 9.7 eV. The SMILES is C[C@@H](N)CCS. Its energy relative to the best compared isomer or geometry (same formula, charge and spin) is 1.318 eV.